# 1
Density functional theory data (wB97M-V/def2-TZVPD) for 2 unconnected molecules or ions with the total composition C6H14N2O2 at a distorted geometry.

Computed properties:
largest force on an atom = 4.4 eV Å⁻¹
energy above the lowest of the compared OMol25 structures with the same formula, charge and spin = 64.7 kcal/mol

Structure (ORCA input):
```
! wB97M-V def2-TZVPD RIJCOSX def2/J DEFGRID3
* xyz 0 1
C -1.1718 0.1104 1.9751
C -1.1545 -0.3275 0.5262
O -2.0362 0.0443 -0.2437
N -0.3542 -1.5339 0.2532
C -0.4735 -2.2057 -1.0327
N 0.3316 -2.2255 1.2674
H -1.5498 1.1357 2.0187
H -1.8432 -0.5336 2.5470
H -0.1755 0.0979 2.4195
H -1.1242 -1.6396 -1.7026
H 0.5201 -2.2853 -1.4837
H -0.8892 -3.2072 -0.8841
H 0.9675 -1.5736 1.7312
H 0.9379 -2.9308 0.8427
C 1.1067 2.2566 0.3113
C 0.9884 1.1224 -0.6791
C 0.3207 1.4399 -1.9960
O 1.7284 0.1250 -0.5730
H 1.3526 1.8561 1.2976
H 0.1633 2.8039 0.3777
H 1.9000 2.9375 -0.0064
H -0.3606 2.2878 -1.8917
H 1.0802 1.6657 -2.7491
H -0.2649 0.5793 -2.3254
*
```

# 2
Density functional theory data (wB97M-V/def2-TZVPD) for 2 unconnected molecules or ions with the total composition C6H14N2O2 at a distorted geometry.

Computed properties:
largest force on an atom = 1.8 eV Å⁻¹
energy above the lowest of the compared OMol25 structures with the same formula, charge and spin = 16.1 kcal/mol

Structure (ORCA input):
```
! wB97M-V def2-TZVPD RIJCOSX def2/J DEFGRID3
* xyz 0 1
C 1.5710 -0.8091 1.7254
N 1.8675 0.5593 1.2611
C 0.7962 1.3241 0.8725
C 1.0753 2.5888 0.0814
O -0.3070 1.1226 1.3564
H 0.7007 -1.2029 1.2415
H 2.3305 -1.4854 1.3283
H 1.5045 -0.8226 2.8007
H 2.6809 0.5973 0.6667
H 0.2186 3.2147 0.3176
H 1.9691 3.0761 0.4756
H 1.1808 2.5137 -0.9941
C -0.4166 0.1767 -2.2104
N -1.1945 -0.2729 -1.0900
C -1.4050 -1.5811 -0.8389
C -2.2010 -1.8762 0.4201
O -1.0930 -2.4865 -1.5934
H 0.5342 -0.2691 -2.2444
H -0.8621 -0.1031 -3.1682
H -0.4215 1.2589 -2.2509
H -1.3790 0.3645 -0.3347
H -1.7035 -2.6768 0.9535
H -2.2479 -1.0253 1.1020
H -3.1985 -2.1859 0.1222
*
```

# 3
Density functional theory data (wB97M-V/def2-TZVPD) for 2 unconnected molecules or ions with the total composition C6H14N2O2 at a distorted geometry.

Computed properties:
largest force on an atom = 6.9 eV Å⁻¹
energy above the lowest of the compared OMol25 structures with the same formula, charge and spin = 92.3 kcal/mol

Structure (ORCA input):
```
! wB97M-V def2-TZVPD RIJCOSX def2/J DEFGRID3
* xyz 0 1
C 0.8954 1.9061 0.4045
N 1.8083 1.1885 1.2688
C 1.6020 -0.2084 1.4216
C 2.3702 -0.8691 2.6435
O 0.9447 -0.8673 0.7379
H 0.9209 1.7066 -0.6427
H -0.0451 1.9549 1.0245
H 1.1548 3.0460 0.6394
H 2.6469 1.5318 1.4908
H 2.3832 -0.2979 3.4077
H 1.6807 -1.5929 2.9397
H 3.3291 -1.1682 2.2661
C -1.4842 1.3704 -1.7472
N -1.9961 0.0671 -1.1918
C -1.6076 -1.1958 -1.9200
C -1.7972 -2.4295 -1.1174
O -0.9469 -0.9607 -2.9866
H -0.3932 1.4806 -1.4164
H -1.4282 1.3327 -2.9730
H -2.2305 2.1344 -1.4081
H -2.2067 0.0451 -0.2334
H -2.2389 -1.9923 -0.1091
H -2.4238 -3.2449 -1.6218
H -0.9376 -2.9371 -0.8771
*
```

# 4
Density functional theory data (wB97M-V/def2-TZVPD) for 2 unconnected molecules or ions with the total composition C6H14N2O2 at a distorted geometry.

Computed properties:
largest force on an atom = 2.9 eV Å⁻¹
energy above the lowest of the compared OMol25 structures with the same formula, charge and spin = 18.3 kcal/mol

Structure (ORCA input):
```
! wB97M-V def2-TZVPD RIJCOSX def2/J DEFGRID3
* xyz 0 1
C -0.5878 0.2163 -2.5530
N 0.7477 -0.0823 -1.9757
C 1.4596 0.8418 -1.2747
C 2.7693 0.3476 -0.7277
O 1.0547 1.9725 -1.1591
H -1.2545 -0.4677 -2.0422
H -0.7511 1.2392 -2.4623
H -0.5726 -0.0625 -3.6073
H 0.9588 -1.0615 -2.0513
H 3.1383 1.0464 0.0238
H 2.7263 -0.6567 -0.3200
H 3.5107 0.4256 -1.5238
C -2.2045 -1.5989 0.7577
N -1.3255 -0.5061 1.0552
C -0.9067 -0.1563 2.2820
C 0.0524 0.9901 2.4256
O -1.2922 -0.7315 3.2890
H -1.7224 -2.5541 0.5956
H -2.8830 -1.7611 1.5923
H -2.8281 -1.3325 -0.0717
H -1.0060 -0.0490 0.2197
H 0.8400 0.7316 3.1292
H 0.5757 1.3831 1.5523
H -0.4992 1.8261 2.8462
*
```